Computed, not measured: the molecule C4H5NS2 at a distorted geometry, with wB97M-V/def2-TZVPD.

Calculated values
Net charge: 0
Relative energy (zero: lowest compared OMol25 entry of this formula, charge and spin), eV: 1.5505
Orbital gap, hartree: 0.334
Molar mass, g mol⁻¹: 131.2
SMILES string: S=C1N[C@H]2C[C@H]2S1
Multiplicity: 1
E_LUMO, Eh: 0.0221

Positions of all 12 atoms, in Å:
S (3.382, 0.178, 0.135)
C (1.747, 0.282, 0.000)
N (0.865, -0.683, -0.262)
C (-0.561, -0.495, -0.492)
C (-1.199, -0.132, 0.810)
C (-0.794, 0.896, -0.115)
S (0.741, 1.731, -0.052)
H (1.243, -1.644, -0.461)
H (-1.132, -0.824, -1.374)
H (-2.209, -0.466, 0.781)
H (-0.644, -0.353, 1.718)
H (-1.440, 1.511, -0.688)

Forces on the atoms, in the same order (eV/Å):
S -0.4 0.0 0.2
C -0.9 0.6 -0.9
N 0.6 -4.4 -1.8
C 1.5 0.1 0.2
C -1.0 -1.5 0.7
C 0.4 2.0 -0.7
S 1.3 1.6 1.0
H -0.4 1.5 0.5
H 0.9 -0.6 0.6
H -0.9 0.4 0.5
H -0.1 0.1 -0.2
H -1.0 0.1 -0.2